Record 1
Computed, not measured: an isolated molecule of CH4O2S at a distorted geometry, with wB97M-V/def2-TZVPD.

The geometry in XYZ format:
```
8
Properties=species:S:1:pos:R:3:forces:R:3
O 1.268 -0.511 -0.553 1.21 0.01 -0.50
C 0.075 -0.470 0.166 0.97 0.08 -1.14
O 0.231 0.786 0.825 0.89 -1.75 0.34
S -1.130 1.624 0.877 -1.26 0.93 0.82
H 1.356 -1.238 -1.176 -0.41 -0.12 0.20
H 0.111 -1.277 0.907 -0.84 0.07 -0.05
H -0.751 -0.485 -0.625 0.37 0.02 1.69
H -1.160 1.572 -0.422 -0.93 0.75 -1.35
```
Forces are in eV/Å.

Its SMILES is OCOS. As for the charge: 0. The value obtained for the lowest unoccupied orbital energy is 0.695 eV. For the gap between HOMO and LUMO, the calculation gives 9.63 eV. The calculation puts the energy above the lowest of the compared OMol25 structures with the same formula, charge and spin at 46.3 kcal per mole.


Record 2
Computed, not measured: a cluster of 4 separate species, C2H14N2O3 in total at a distorted geometry, with wB97M-V/def2-TZVPD.

The geometry in XYZ format:
```
21
Properties=species:S:1:pos:R:3:forces:R:3
N -1.067 1.580 0.941 -3.29 0.76 -1.54
C -0.424 1.867 -0.396 2.51 2.58 2.22
C 0.478 0.782 -0.870 -0.50 -4.53 -0.38
N 0.437 0.578 -2.365 -0.09 2.62 1.55
H -1.263 0.595 1.195 0.85 0.40 -0.87
H -2.089 1.892 0.715 2.22 -0.33 1.21
H 0.098 2.963 -0.207 -0.77 -2.69 -0.55
H -0.999 2.059 -1.256 -1.75 0.07 -0.59
H 1.464 0.591 -0.398 -0.31 0.89 -0.41
H -0.053 -0.216 -0.569 0.68 1.83 0.06
H 1.299 0.735 -2.803 1.48 0.83 -0.55
H 0.251 -0.336 -2.606 -0.79 -2.42 -0.11
O -1.685 -1.796 -1.265 0.49 0.31 -0.78
H -2.444 -2.197 -0.867 -0.71 -0.39 0.48
H -1.973 -1.605 -2.171 0.16 0.01 0.29
O 0.882 -3.222 0.977 3.17 0.91 3.66
H 0.295 -3.406 0.341 -3.34 -0.89 -4.13
H 0.447 -3.553 1.763 0.16 0.03 0.42
O 1.505 1.123 2.748 -0.78 -0.37 0.77
H 2.461 1.054 2.685 -0.38 0.53 -0.85
H 0.985 1.580 2.062 0.99 -0.14 0.11
```
Forces are in eV/Å.

Its SMILES is NCCN.O.O.O. As for the charge: 0. The value obtained for the lowest unoccupied orbital energy is 0.320 eV. For the gap between HOMO and LUMO, the calculation gives 9.67 eV. The calculation puts the energy above the lowest of the compared OMol25 structures with the same formula, charge and spin at 58.8 kcal per mole.


Record 3
Computed, not measured: a structure of composition C5H8O3S at a distorted geometry, with wB97M-V/def2-TZVPD.

The geometry in XYZ format:
```
17
Properties=species:S:1:pos:R:3:forces:R:3
C 1.136 1.221 0.138 -2.11 1.88 -0.41
C 0.424 -0.103 0.429 -0.48 0.81 1.68
C -0.222 0.122 1.896 0.44 -0.38 -1.35
C -1.544 0.051 -1.336 2.51 -1.05 -4.74
C -0.365 -0.722 -0.677 -1.57 -1.62 -2.28
O 0.691 2.353 0.143 1.24 -2.02 -0.10
O 2.391 -1.554 -0.871 -0.16 -0.54 -0.61
O 2.405 0.829 -0.033 0.66 0.17 0.11
S 2.153 -0.826 0.344 0.42 0.39 1.21
H -1.140 -0.446 2.068 0.30 -0.19 -0.17
H -0.473 1.183 1.974 0.03 -0.18 -0.10
H 0.513 -0.097 2.676 -0.08 -0.11 -0.08
H -2.133 0.367 -0.596 -2.86 1.67 2.42
H -2.101 -0.611 -2.108 0.76 0.61 1.76
H -1.207 0.870 -2.075 -0.28 -0.72 1.76
H 0.320 -0.882 -1.537 -0.16 -0.36 0.71
H -0.849 -1.755 -0.437 1.34 1.64 0.19
```
Forces are in eV/Å.

As for the charge: 0. The value obtained for the lowest unoccupied orbital energy is 0.436 eV. For the gap between HOMO and LUMO, the calculation gives 10.59 eV. The calculation puts the energy above the lowest of the compared OMol25 structures with the same formula, charge and spin at 39.6 kcal per mole.